Entry 1:
A single C5H11NO molecule. Source: the OMol25 dataset; level of theory: ωB97M-V/def2-TZVPD.

LUMO ... 0.039 Eh
Kohn-Sham gap ... 10.24 eV
SMILES ... CC(C)N1O[C@@H]1C
E ... -327.013839 a.u.

Last column: Löwdin charge in e.
Cartesian coordinates (Å):
H (-0.68206, -0.83239, 1.67113)  0.07
H (-0.01961, 0.38976, 2.76666)  0.08
H (-1.40991, 1.09481, 0.23186)  0.07
O (1.29249, 0.24788, -1.61415)  -0.02
H (-1.30690, -1.73473, -0.79268)  0.08
C (0.66939, 0.59756, 0.73315)  -0.41
H (1.51437, 1.21094, 1.07024)  0.14
H (-0.47886, 2.39372, 0.97920)  0.08
H (-0.18134, 1.97140, -0.71717)  0.08
C (-0.86797, -1.05053, -1.52786)  -0.02
C (0.21928, -0.25701, 1.91558)  -0.06
H (1.15639, -1.83722, -1.64930)  0.14
H (1.00576, -0.95282, 2.22359)  0.08
H (-1.04993, -1.47607, -2.52071)  0.08
C (0.62066, -0.94469, -1.31336)  -0.37
N (1.31230, -0.29612, -0.25202)  0.00
H (-1.37313, -0.08738, -1.47182)  0.06
C (-0.42092, 1.56288, 0.26768)  -0.07

Entry 2:
C31H33BrCl2N7O5V as an isolated structure. Source: the OMol25 dataset; level of theory: ωB97M-V/def2-TZVPD.

LUMO (spin up / spin down) ... -0.091 / -0.095 Eh
Charge ... +1
Kohn-Sham gap (spin up / spin down) ... 6.36 / 6.93 eV
2S+1 ... 4
E ... -6399.003292 a.u.

Last column: Löwdin spin population.
Cartesian coordinates (Å):
H (3.48282, 2.67821, -3.25552)  0.00
C (-3.73406, 1.75742, 1.02251)  0.00
C (3.44769, 3.87350, -1.46232)  0.00
H (1.33369, 1.55789, -2.69991)  0.00
C (1.83015, 1.02626, 3.03047)  0.00
H (-0.15694, -4.86391, 3.20264)  0.00
C (-1.72331, -2.77717, -6.96658)  0.00
O (-0.76107, 3.81590, 0.80542)  0.00
H (-0.93279, -0.79850, 3.74304)  0.00
N (1.65423, -2.38616, -1.96766)  0.00
C (1.74818, 2.32186, -2.05627)  0.01
C (-2.03117, -3.79361, -4.68960)  0.00
H (0.55067, -2.84902, -4.84180)  0.00
H (-0.95818, 4.05115, -0.10801)  0.00
C (0.61936, 3.98600, 1.03029)  0.00
H (3.66370, -1.21878, 0.80298)  0.00
H (-4.14237, 1.96047, 2.00330)  0.00
H (-1.05808, -4.69530, -3.01849)  0.00
C (2.94963, 2.93782, -2.35210)  0.00
H (-2.89993, -4.40151, -4.43790)  0.00
C (-0.13886, -1.05619, -2.98606)  0.01
C (2.57686, -1.07390, 0.71591)  0.03
H (4.39458, 4.36400, -1.64576)  0.00
C (-3.93680, 1.58922, -1.34969)  0.00
C (-0.78236, -4.35999, -4.02200)  0.00
H (1.31354, -4.03413, -3.81179)  0.00
C (-0.28634, -3.22394, 1.85787)  0.00
N (-1.44903, -1.57648, -6.50524)  0.00
C (-2.40749, 1.38710, 0.88751)  0.02
C (-1.52047, 1.22723, 2.04276)  0.06
H (0.86022, 3.41794, 1.92985)  0.00
N (-1.79353, -2.99126, -8.29630)  0.00
O (-0.87659, -0.87542, -3.97846)  0.01
H (-5.55058, 2.15716, -0.04937)  0.00
H (-2.23306, -2.77549, -4.36195)  0.00
C (0.06335, -0.38656, 3.85330)  0.00
H (-1.59110, -2.24976, -8.94166)  0.00
C (0.36524, -2.17229, 1.13978)  0.01
C (2.19971, -0.38711, 4.92684)  0.00
O (2.19161, -0.04395, 0.15293)  0.02
H (-1.22084, -1.38499, -5.49609)  0.00
O (-0.31425, -1.38089, 0.40603)  0.02
C (1.77776, -3.99248, 2.81273)  0.00
H (0.84987, 5.03526, 1.24210)  0.00
Cl (2.60601, -5.10787, 3.85451)  0.00
H (-1.41356, -0.80443, -7.14800)  0.00
C (0.52355, 0.56075, 2.94571)  0.00
C (1.48576, 3.54818, -0.13089)  0.01
H (0.55806, -1.62330, 5.53627)  0.00
C (0.38611, -4.09673, 2.66717)  0.01
N (1.03141, 2.59237, -0.95632)  0.01
C (0.90302, -0.86577, 4.84626)  0.00
C (0.39117, -2.47315, -2.68951)  0.00
C (0.41987, -3.41652, -3.91479)  0.00
H (-0.49533, -5.26242, -4.56982)  0.00
N (-1.85156, 1.11802, -0.30529)  0.01
H (3.02426, 4.95692, 0.34692)  0.00
H (3.68513, 0.92189, 4.10365)  0.00
Br (3.36137, -1.06387, 6.25238)  0.00
C (-4.51134, 1.86554, -0.11978)  0.02
O (0.14101, -0.15271, -2.16488)  0.03
Cl (-2.01149, -3.33467, 1.72016)  0.00
C (-2.60212, 1.21238, -1.39937)  0.02
H (-4.51097, 1.65306, -2.26304)  0.00
H (2.02397, -3.31074, -1.78322)  0.00
C (2.46048, -3.01856, 2.14410)  0.00
H (-1.94091, 1.30653, 3.04476)  0.00
C (2.66793, 0.56311, 4.03040)  0.00
N (-1.92785, -3.81007, -6.15584)  0.00
H (-2.10801, 0.96723, -2.33256)  0.00
H (2.20159, 1.72360, 2.29070)  0.00
H (-1.98455, -4.71516, -6.59382)  0.00
H (2.34612, -1.87233, -2.50117)  0.00
V (0.20783, 0.48369, -0.19030)  2.66
H (3.53462, -2.93353, 2.25862)  0.00
C (1.77879, -2.09804, 1.32232)  0.01
H (-2.23758, -3.81406, -8.66201)  0.00
C (2.69552, 4.19397, -0.34648)  0.00
N (-0.29054, 0.94811, 1.84548)  0.01
H (-0.34622, -2.87143, -1.97878)  0.00